Record 1
The following is a DFT calculation (ωB97M-V with the def2-TZVPD basis set) of 3 unconnected molecules or ions with the total composition C27H52BN4O12P3 in a non-equilibrium geometry.

Geometry as XYZ:
```
99
Properties=species:S:1:pos:R:3
C -3.9320 2.2682 1.8560
C -3.7371 2.1090 3.1902
C -2.3860 2.3512 3.8435
C -1.2350 2.2468 2.8616
C -0.5027 3.3530 2.4865
P -0.8136 5.0295 3.0824
N -0.3299 5.2800 4.5301
O -2.4023 5.2316 2.9074
O -0.1298 6.0208 1.9931
C 0.5823 3.1809 1.5697
C 0.8831 1.9481 1.0645
B 2.0968 1.8057 0.0530
O 3.3090 1.2955 0.4793
O 1.9754 2.2421 -1.2525
C 0.9122 1.6587 -2.0012
C 1.2176 0.2182 -2.4675
C 0.1134 0.8090 1.4152
N 0.4663 -0.3924 0.8518
C -0.3090 -1.3619 1.2265
C -1.3970 -1.2368 2.1524
N -2.1225 -2.3861 2.4624
C -3.5543 -2.1604 2.7392
C -4.3210 -1.3944 1.6451
N -1.7136 -0.1033 2.7191
C -0.9418 0.9581 2.3216
H -3.3853 1.6572 1.1359
H -4.6575 2.9700 1.4459
H -4.5547 1.8052 3.8486
H -2.2323 1.5380 4.5676
H -2.4081 3.3086 4.3579
H 0.3684 6.0179 4.5343
H -2.6927 5.9688 3.4619
H -0.8047 6.1915 1.3201
H 1.1486 4.0647 1.2959
H 3.4480 0.4757 -0.0116
H -0.0566 1.7026 -1.4900
H 0.7994 2.2666 -2.9036
H 0.6607 -0.4850 -1.8448
H 2.2870 0.0192 -2.4014
H 0.8353 0.0955 -3.4829
H -0.1062 -2.3526 0.8175
H -2.0890 -2.9970 1.6523
H -4.0006 -3.1579 2.8015
H -3.6665 -1.7325 3.7343
H -3.7047 -1.0995 0.7926
H -4.7052 -0.4731 2.0918
H -5.1996 -1.9267 1.2763
O 7.8163 5.0471 -1.7676
P 7.7548 3.7041 -1.1327
O 7.4730 4.0095 0.4434
C 6.2257 4.6007 0.8208
C 5.0867 3.6008 0.7492
O 9.3602 3.3484 -1.0853
C 10.2519 3.8614 -2.0766
C 11.0976 4.9743 -1.4944
O 7.3312 2.1420 -1.1127
C 8.1224 1.0771 -0.5718
C 8.2854 1.1224 0.9295
H 6.0200 5.4721 0.1929
H 6.3456 4.9561 1.8443
H 4.9106 3.2790 -0.2792
H 4.1648 4.0416 1.1332
H 5.3153 2.7087 1.3281
H 9.7075 4.2018 -2.9567
H 10.8924 3.0336 -2.3919
H 10.4750 5.7348 -1.0240
H 11.7089 5.4457 -2.2657
H 11.7577 4.5808 -0.7193
H 9.0836 1.0120 -1.0771
H 7.5849 0.1643 -0.8377
H 8.9409 1.9358 1.2368
H 8.7260 0.1867 1.2782
H 7.3243 1.2613 1.4237
O -5.4429 -4.3843 -0.5500
P -6.2283 -4.9684 -1.6693
O -6.2271 -6.5732 -1.3725
C -6.9082 -7.0641 -0.2152
C -8.4155 -7.0436 -0.3934
O -5.0942 -4.9073 -2.8585
C -4.0984 -3.8821 -2.8640
C -2.7585 -4.4507 -2.4451
O -7.4537 -4.9565 -2.7210
C -7.3814 -5.4013 -4.0840
C -7.1690 -6.8881 -4.2450
H -6.6134 -6.4862 0.6648
H -6.5673 -8.0881 -0.0641
H -8.7870 -6.0198 -0.4843
H -8.9084 -7.5119 0.4593
H -8.7047 -7.5726 -1.3013
H -4.3882 -3.0492 -2.2239
H -4.0369 -3.4993 -3.8855
H -2.8382 -4.9854 -1.4982
H -2.0125 -3.6600 -2.3440
H -2.4046 -5.1697 -3.1856
H -6.6422 -4.8289 -4.6398
H -8.3481 -5.1367 -4.5168
H -6.1590 -7.1816 -3.9630
H -7.3203 -7.1679 -5.2887
H -7.8668 -7.4530 -3.6276
```

Output
SMILES: C=CCc1c(P(=N)(O)O)cc(B(O)OCC)c2ncc(NCC)nc12.CCOP(=O)(OCC)OCC.CCOP(=O)(OCC)OCC
E_HOMO: -7.960 eV
2S+1: 1
HOMO-LUMO gap: 7.710 eV
net charge: 0
strongest force on any atom: 6.86 eV Å⁻¹

Mulliken population analysis, charges in e, atoms 1 to 6: number 1, C, carries -0.7969; number 2, C, carries -0.1879; number 3, C, carries -1.5433; number 4, C, carries 0.3209; number 5, C, carries 0.9045; number 6, P, carries 0.6198

Record 2
The following is a DFT calculation (ωB97M-V with the def2-TZVPD basis set) of a molecular structure, C27H52P2SiV in a non-equilibrium geometry.

Geometry as XYZ:
```
83
Properties=species:S:1:pos:R:3
V 0.3000 2.5013 0.6505
C 0.7077 2.8530 2.6087
C 1.9054 2.4602 1.8980
C 1.0777 4.3931 0.9141
C 0.2039 4.0461 1.9991
C 2.1188 3.4111 0.8409
C 0.0252 2.0778 3.6556
H 0.5379 1.1295 3.8602
H -1.0187 1.8630 3.3830
H -0.0207 2.6320 4.6052
C -1.0963 4.6861 2.2615
H -1.5703 4.3152 3.1710
H -1.7986 4.5612 1.4242
H -0.9588 5.7724 2.3685
C 0.8418 5.4587 -0.0789
H 0.6626 6.4177 0.4337
H -0.0569 5.2917 -0.7082
H 1.7075 5.5972 -0.7418
C 3.1577 3.3827 -0.2044
H 3.7063 4.3364 -0.2054
H 2.7235 3.2611 -1.2065
H 3.8806 2.5749 -0.0381
C 2.7845 1.3106 2.1661
H 3.7733 1.6398 2.5201
H 2.9705 0.7446 1.2435
H 2.3789 0.6334 2.9236
C -2.0823 -1.8937 0.7768
C -1.4075 -2.0224 1.9254
C 0.0434 -1.6305 2.1138
C 1.0895 -2.5790 1.4567
C 1.6059 -2.2972 0.1235
C 0.9761 -1.8908 -1.1366
C -0.5016 -1.4509 -1.2016
C -1.5155 -2.3598 -0.5252
H 0.2134 -1.7152 3.2154
H 0.7290 -3.6332 1.6157
H 0.2668 -0.5662 1.8548
H -1.0065 -3.3324 -0.2924
H -3.1515 -1.6381 0.7525
H -1.9291 -2.3192 2.8399
H -2.3146 -2.6257 -1.2358
H -0.5359 -0.4534 -0.7421
H 1.5231 -1.0117 -1.5352
H -0.7906 -1.3483 -2.2655
H 2.0096 -2.5170 2.0815
H 2.6606 -2.0404 0.1322
P 0.2700 -4.7456 -0.2869
C -1.2139 -5.8117 -0.2787
C 1.5360 -5.8888 0.3670
P 1.5858 -3.0603 -2.3605
C 0.6257 -4.5759 -2.0803
C 3.2948 -3.4696 -1.9768
C 1.5704 -2.5319 -4.0609
H -1.9501 -5.4625 -1.0173
H -1.6680 -5.7821 0.7233
H -0.9075 -6.8398 -0.5158
H 1.4205 -6.8717 -0.1113
H 1.3642 -5.9875 1.4492
H 2.5516 -5.5112 0.1970
H 1.6229 -3.4243 -4.6934
H 2.4759 -1.9303 -4.2258
H 0.6711 -1.9569 -4.3162
H -0.3050 -4.5653 -2.6705
H 1.2187 -5.4535 -2.4024
H 3.9017 -2.7819 -2.5835
H 3.5042 -4.5003 -2.2853
H 3.5716 -3.3787 -0.9205
C -3.8635 2.1845 -2.3589
Si -2.9389 2.8887 -0.8783
C -3.1656 4.7575 -0.9861
C -3.7700 2.1922 0.6617
C -1.1289 2.4143 -1.0123
H -4.8666 2.6238 -2.4444
H -3.9823 1.0966 -2.2826
H -3.3292 2.4011 -3.2935
H -4.2092 4.9800 -1.2592
H -2.9448 5.3008 -0.0593
H -2.5317 5.1759 -1.7817
H -4.0710 1.1479 0.4923
H -3.1160 2.2108 1.5441
H -4.6814 2.7568 0.9110
H -0.4968 3.0233 -1.6896
H -0.8705 1.3499 -1.2115
```

Output
E_HOMO (spin up / spin down): -8.719 / -8.246 eV
2S+1: 3
HOMO-LUMO gap (spin up / spin down): 6.220 / 4.645 eV
net charge: +1
strongest force on any atom: 4.34 eV Å⁻¹

Mulliken population analysis, charges in e, atoms 1 to 6: number 1, V, carries 0.2421; number 2, C, carries 0.7174; number 3, C, carries 1.0599; number 4, C, carries 0.6525; number 5, C, carries 0.4369; number 6, C, carries 0.3073

Record 3
The following is a DFT calculation (ωB97M-V with the def2-TZVPD basis set) of a molecular structure, C27H53BrN7O2PS in a non-equilibrium geometry.

Geometry as XYZ:
```
92
Properties=species:S:1:pos:R:3
C 0.3006 0.9694 2.0869
C 0.0804 -0.2052 1.0908
C -1.4304 -0.6576 1.2091
Br -1.6624 -1.5328 2.9736
C -1.8682 -1.6073 0.0762
C -2.7542 -1.3279 -0.9153
C -3.3810 0.0751 -0.9931
C -2.9725 0.8358 -2.3128
N -2.2566 2.0760 -2.0135
C -1.8822 2.8755 -3.2167
C -2.1742 2.2271 -4.5822
C -3.0200 2.9603 -1.1646
C -4.5126 3.2673 -1.3776
O -2.4431 3.5201 -0.2552
C -3.1376 -2.3530 -1.9293
P -4.4165 -1.8363 -3.2074
N -5.9865 -1.8608 -2.4479
O -4.5320 -3.0036 -4.3817
C -2.5838 -3.6113 -1.9113
N -2.8964 -4.6398 -2.8732
C -1.6209 -4.0077 -0.8930
N -1.0530 -5.2145 -0.8121
S -0.1313 -5.0472 0.5216
N -0.3879 -3.5051 0.9359
C -1.2949 -2.9675 0.0713
H 1.1400 0.7354 2.7628
H -0.5695 1.1534 2.7350
H 0.5749 1.9067 1.5806
H 0.2221 0.0785 0.0353
H 0.7068 -1.0644 1.3586
H -1.9837 0.2810 1.2846
H -3.1123 0.6316 -0.0909
H -4.4721 -0.0912 -1.0021
H -3.9226 1.0075 -2.8516
H -2.3359 0.1319 -2.8638
H -0.8344 3.2169 -3.1879
H -2.4814 3.8112 -3.1826
H -1.8139 2.8460 -5.4197
H -1.6194 1.2751 -4.6550
H -3.2329 2.0107 -4.7749
H -4.6412 4.3348 -1.1494
H -5.0621 2.7411 -0.5783
H -4.8938 3.0020 -2.3722
H -5.9255 -1.3756 -1.5583
H -6.2925 -2.8271 -2.3269
H -5.4269 -3.0703 -4.7406
H -2.5979 -4.3200 -3.7889
H -3.8925 -4.8174 -2.8932
C 3.6488 -1.5965 -5.7235
C 3.3395 -1.8299 -4.2514
N 2.7071 -0.6913 -3.6106
C 2.6847 -0.7813 -2.1596
C 1.8741 -1.9176 -1.5357
C 1.4778 -0.2145 -4.2237
C 0.3184 -1.2076 -4.3794
H 4.2343 -0.6860 -5.8615
H 4.2301 -2.4326 -6.1158
H 2.7413 -1.5210 -6.3252
H 4.2892 -2.0267 -3.7462
H 2.7377 -2.7461 -4.1545
H 2.3372 0.1716 -1.7485
H 3.7197 -0.8726 -1.8132
H 0.8015 -1.7335 -1.6069
H 2.0970 -2.0034 -0.4696
H 2.0965 -2.8865 -1.9861
H 1.7232 0.1744 -5.2168
H 1.1218 0.6615 -3.6733
H 0.6427 -2.1688 -4.7816
H -0.4217 -0.7997 -5.0738
H -0.1980 -1.3838 -3.4347
C 2.9587 -0.5627 6.9510
C 3.6260 0.6147 6.2558
N 2.7376 1.7466 6.0635
C 3.2615 2.7421 5.1420
C 4.5453 3.4757 5.5432
C 2.1087 2.2701 7.2645
C 3.0175 2.7321 8.4092
H 2.0456 -0.8578 6.4311
H 3.6339 -1.4202 6.9561
H 2.7099 -0.3398 7.9900
H 3.9602 0.2660 5.2744
H 4.5327 0.8919 6.8146
H 2.4822 3.4802 4.9312
H 3.4431 2.2476 4.1816
H 4.3658 4.2062 6.3311
H 4.9349 4.0263 4.6836
H 5.3282 2.7912 5.8719
H 1.4377 1.5007 7.6580
H 1.4416 3.0909 6.9881
H 3.8103 2.0152 8.6282
H 2.4261 2.8486 9.3204
H 3.4730 3.6997 8.2027
```

Output
E_HOMO: -7.984 eV
2S+1: 1
HOMO-LUMO gap: 7.422 eV
net charge: 0
strongest force on any atom: 2.90 eV Å⁻¹

Mulliken population analysis, charges in e, atoms 1 to 6: number 1, C, carries -1.3476; number 2, C, carries 0.2990; number 3, C, carries -1.4267; number 4, Br, carries -0.0781; number 5, C, carries -0.6651; number 6, C, carries 0.7346

Record 4
The following is a DFT calculation (ωB97M-V with the def2-TZVPD basis set) of a molecular structure, C27H53FN4O7S in a non-equilibrium geometry.

Geometry as XYZ:
```
93
Properties=species:S:1:pos:R:3
C -3.6011 2.0095 -2.4200
C -3.0108 1.1435 -1.2865
O -3.3226 1.3870 -0.1470
N -2.0671 0.0731 -1.5815
C -2.4902 -0.5196 -2.8673
C -3.7659 -1.3854 -2.8223
O -1.9243 -0.3327 -3.9113
C -0.6792 0.4283 -1.6098
C 0.2033 -0.5999 -1.8521
C 1.6411 -0.4289 -1.9518
C 2.5040 -1.6615 -2.2644
C 2.0247 -2.3926 -3.5362
C 2.7112 -3.7776 -3.7293
F 2.2726 -1.6627 -4.7067
C 2.1963 0.8335 -1.7810
C 3.7060 1.0503 -1.9219
C 4.0874 1.1629 -3.4676
C 2.9010 1.4567 -4.4011
C 3.3577 1.7753 -5.8640
N 2.1521 1.5719 -6.7103
C 1.3548 1.9674 -1.5018
N 1.7286 3.2384 -1.3196
S 0.3270 4.0321 -1.0267
N -0.7591 2.8455 -1.1307
C -0.0901 1.7116 -1.4155
H -4.5562 1.6204 -2.8081
H -3.7289 3.0273 -2.0191
H -2.9172 2.1044 -3.2835
H -3.7320 -2.0734 -3.6771
H -4.6233 -0.7009 -2.9627
H -3.7966 -1.9029 -1.8495
H -0.1900 -1.6164 -1.9755
H 3.5493 -1.3616 -2.4463
H 2.5142 -2.3609 -1.4060
H 0.9292 -2.5279 -3.4601
H 2.8270 -3.9378 -4.8153
H 3.6817 -3.8473 -3.2131
H 2.0035 -4.5377 -3.3516
H 4.0690 1.9431 -1.3884
H 4.2394 0.1799 -1.5055
H 4.8556 1.9532 -3.5138
H 4.6105 0.2294 -3.7463
H 2.2726 2.3091 -4.0689
H 2.2010 0.6083 -4.5081
H 4.1323 1.0475 -6.1530
H 3.6685 2.8341 -5.9406
H 1.3855 2.0922 -6.2911
H 2.3205 1.9039 -7.6551
C -6.0245 -0.6279 1.8528
C -4.8529 -1.5412 2.1479
O -4.0704 -1.7530 0.9706
H -6.6561 -1.0556 1.0711
H -6.6273 -0.4693 2.7464
H -5.6757 0.3419 1.4880
H -5.2034 -2.5143 2.4914
H -4.2137 -1.1102 2.9235
H -3.7520 -0.8897 0.6738
C -4.0012 1.7310 6.3125
C -4.3499 1.2014 4.9343
O -5.5151 0.3783 4.9892
H -3.8286 0.9083 7.0067
H -3.1059 2.3545 6.2760
H -4.8261 2.3245 6.7174
H -3.5348 0.5931 4.5416
H -4.5335 2.0253 4.2363
H -6.2366 0.9187 5.3264
C -0.8535 -1.0764 9.7752
C -2.2641 -0.5177 9.7651
O -2.6914 -0.2498 8.4315
H -0.1618 -0.3736 9.3083
H -0.5185 -1.2754 10.7948
H -0.8021 -2.0059 9.2026
H -2.3071 0.4196 10.3189
H -2.9627 -1.2241 10.2251
H -2.6625 -1.0806 7.9447
C -0.3613 -2.6910 1.8790
C -0.6887 -3.2328 0.5002
O -1.8289 -4.0736 0.5480
H -0.1708 -3.5103 2.5746
H 0.5178 -2.0430 1.8479
H -1.2036 -2.1200 2.2772
H 0.1471 -3.8201 0.1147
H -0.8897 -2.4163 -0.1990
H -2.5564 -3.5296 0.8805
C 8.8469 2.7022 -1.7507
C 7.3685 2.4574 -1.5143
O 6.8584 1.5052 -2.4449
H 9.0158 3.0633 -2.7663
H 9.2398 3.4371 -1.0458
H 9.4143 1.7745 -1.6413
H 6.8030 3.3801 -1.6449
H 7.1954 2.0866 -0.4984
H 7.3504 0.6865 -2.3233
```

Output
E_HOMO: -8.305 eV
2S+1: 1
HOMO-LUMO gap: 7.746 eV
net charge: 0
strongest force on any atom: 2.07 eV Å⁻¹

Mulliken population analysis, charges in e, atoms 1 to 6: number 1, C, carries -1.2032; number 2, C, carries 0.4106; number 3, O, carries -0.5739; number 4, N, carries 1.0991; number 5, C, carries 0.3295; number 6, C, carries -1.1546

Record 5
The following is a DFT calculation (ωB97M-V with the def2-TZVPD basis set) of 3 unconnected molecules or ions with the total composition C27H54BrF3N3O4 in a non-equilibrium geometry.

Geometry as XYZ:
```
92
Properties=species:S:1:pos:R:3
C 6.6521 0.0924 4.8380
C 6.1404 0.2295 3.3296
C 7.2983 0.4007 2.2354
C 6.8742 1.3440 0.9890
C 6.0158 0.5458 -0.1253
C 4.4623 0.7697 0.2754
C 3.4902 -0.1828 -0.5585
C 1.9993 -0.3098 0.0114
N 1.7670 0.3714 1.3210
C 0.3932 0.2691 1.7804
N -0.4473 -0.7322 1.2132
C -0.4347 -2.0696 1.8140
C 0.9602 -2.6806 2.2739
C 1.5089 -3.8202 1.2481
Br 3.4928 -3.7328 1.3342
N -0.1143 1.0852 2.7326
C -1.5669 0.9044 3.0762
C -2.5517 1.5255 1.9374
C -1.9301 2.8003 1.1949
C -2.1745 4.1101 2.0924
C -1.9605 5.4876 1.3130
C -0.3993 5.8312 1.1820
C 0.7667 2.0874 3.3534
F 0.1571 2.7432 4.4435
F 1.0939 3.1381 2.4636
F 1.9264 1.5083 3.9141
H 5.8032 0.4814 5.5062
H 6.7724 -1.0157 5.0607
H 7.5721 0.7168 5.0607
H 5.4624 1.1583 3.2671
H 5.4753 -0.6482 2.9962
H 7.5027 -0.6261 1.7918
H 8.2270 0.7974 2.7537
H 6.2186 2.1848 1.3907
H 7.8397 1.7819 0.5516
H 6.2581 1.0573 -1.1222
H 6.2933 -0.5512 -0.2087
H 4.2948 0.7652 1.3992
H 4.2314 1.8466 -0.0675
H 3.4206 0.2451 -1.6223
H 3.9357 -1.2254 -0.6824
H 1.7109 -1.4039 -0.0262
H 1.3158 0.2158 -0.7553
H 1.9620 1.3754 1.1229
H -0.6435 -0.6617 0.2178
H -1.1487 -2.1462 2.7153
H -0.8800 -2.8019 1.0455
H 0.7682 -3.2523 3.2540
H 1.7884 -1.9437 2.5021
H 1.0906 -4.8548 1.5120
H 1.1582 -3.5066 0.2141
H -1.8326 -0.1859 3.3135
H -1.8689 1.4646 4.0329
H -2.6611 0.7025 1.1441
H -3.5490 1.8388 2.3758
H -2.5536 2.9611 0.2410
H -0.8562 2.6733 0.8464
H -3.2742 4.0710 2.4218
H -1.5399 4.1005 3.0432
H -2.5207 5.4967 0.3178
H -2.4090 6.3143 1.9751
H 0.1279 5.2666 0.3481
H -0.3133 6.9495 0.9930
H 0.0633 5.6418 2.2152
O -5.4614 1.3904 0.3357
C -5.6749 0.3517 -0.2448
O -4.6640 -0.5030 -0.4891
C -4.8370 -1.8395 -0.9883
C -4.9063 -1.8508 -2.5008
C -7.0414 0.0393 -0.7884
H -5.6987 -2.3240 -0.5231
H -3.9576 -2.4020 -0.6653
H -5.7673 -1.2880 -2.8673
H -4.9781 -2.8741 -2.8750
H -4.0169 -1.3827 -2.9269
H -7.1491 0.4930 -1.7741
H -7.7864 0.4620 -0.1131
H -7.2541 -1.0265 -0.8487
O -2.3949 -1.3484 -4.5760
C -2.5758 -2.0043 -5.5767
O -3.2452 -3.1673 -5.5068
C -3.6858 -3.9176 -6.6501
C -2.5932 -4.8399 -7.1504
C -1.9762 -1.5863 -6.8909
H -4.0675 -3.2562 -7.4310
H -4.5348 -4.5159 -6.3127
H -1.7186 -4.2805 -7.4875
H -2.9549 -5.4486 -7.9814
H -2.2567 -5.5023 -6.3491
H -0.9537 -1.9594 -6.9551
H -1.9663 -0.4965 -6.9348
H -2.5450 -1.9212 -7.7563
```

Output
E_HOMO: -12.252 eV
2S+1: 1
HOMO-LUMO gap: 8.373 eV
net charge: +1
strongest force on any atom: 3.96 eV Å⁻¹

Mulliken population analysis, charges in e, atoms 1 to 6: number 1, C, carries -1.0731; number 2, C, carries 0.0244; number 3, C, carries -0.5289; number 4, C, carries -0.7097; number 5, C, carries -0.6526; number 6, C, carries -0.3505

> Which formula does entry 2 have?

C27H52P2SiV